{"formula": "C28H29N6NaO6Se2", "method": "ωB97M-V/def2-TZVPD", "symbols": ["Na", "O", "C", "N", "C", "C", "C", "C", "C", "C", "N", "C", "C", "C", "C", "C", "N", "H", "H", "H", "H", "H", "H", "H", "H", "H", "H", "O", "C", "C", "C", "N", "C", "C", "C", "O", "O", "C", "O", "O", "H", "H", "H", "C", "Se", "C", "C", "Se", "C", "H", "H", "H", "H", "H", "H", "H", "H", "H", "H", "N", "C", "C", "C", "N", "C", "C", "H", "H", "H", "H", "H", "H"], "positions_angstrom": [[0.34, 0.49, 0.81], [3.12, -1.31, 4.00], [2.18, -0.99, 3.22], [2.06, 0.05, 2.44], [3.17, 0.97, 2.46], [3.12, 1.84, 1.22], [3.23, 3.23, 1.29], [3.13, 3.97, 0.12], [2.94, 3.30, -1.08], [2.85, 1.92, -1.06], [2.94, 1.20, 0.06], [1.02, -1.97, 3.10], [1.09, -3.18, 3.79], [0.05, -4.08, 3.66], [-1.03, -3.76, 2.85], [-1.01, -2.53, 2.21], [-0.02, -1.65, 2.33], [4.14, 0.45, 2.51], [3.14, 1.62, 3.35], [3.34, 3.71, 2.25], [3.17, 5.05, 0.15], [2.82, 3.83, -2.02], [2.68, 1.36, -1.97], [1.96, -3.36, 4.40], [0.08, -5.03, 4.18], [-1.86, -4.44, 2.72], [-1.82, -2.23, 1.55], [-1.29, 5.17, -3.76], [-0.98, 4.11, -2.93], [-0.46, 2.93, -3.43], [-0.19, 1.89, -2.55], [-0.37, 2.01, -1.23], [-0.86, 3.16, -0.76], [-1.21, 4.22, -1.57], [-1.04, 3.33, 0.77], [-1.83, 4.23, 1.11], [-0.36, 2.57, 1.50], [0.29, 0.55, -3.15], [1.09, 0.66, -4.10], [-0.18, -0.49, -2.64], [-1.06, 4.90, -4.65], [-0.23, 2.78, -4.48], [-1.64, 5.11, -1.13], [3.40, -2.30, 0.45], [2.13, -1.68, -0.88], [1.65, -3.48, -1.46], [0.46, -3.48, -2.41], [-1.26, -3.26, -1.53], [-1.30, -5.02, -0.69], [3.81, -1.41, 0.93], [4.21, -2.87, -0.02], [2.90, -2.90, 1.21], [1.46, -4.08, -0.57], [2.52, -3.91, -1.97], [0.41, -4.42, -2.97], [0.51, -2.65, -3.10], [-1.18, -5.81, -1.44], [-2.27, -5.14, -0.21], [-0.52, -5.11, 0.07], [-5.97, 1.76, -0.61], [-4.74, 1.20, -0.25], [-4.23, 1.34, 1.04], [-2.99, 0.81, 1.32], [-2.23, 0.16, 0.44], [-2.71, 0.06, -0.81], [-3.94, 0.55, -1.19], [-6.60, 1.89, 0.16], [-6.41, 1.31, -1.40], [-4.78, 1.88, 1.80], [-2.56, 0.93, 2.31], [-2.04, -0.40, -1.53], [-4.27, 0.45, -2.22]], "multiplicity": 1, "total_charge": -2, "homo_lumo_gap_ev": 6.280, "e_homo_ev": -2.41}